Record 1
The following is a DFT calculation (ωB97M-V/def2-TZVPD) of a cluster of 2 separate species, C3HClFO2 in total.

Geometry (Å):
C  1.4840  -0.3521  -0.1911
F  0.0168  -2.2910  0.2026
O  2.4984  2.2254  0.1811
H  -0.5963  -0.3632  -0.0429
C  1.3894  1.8844  -0.0032
Cl  2.9635  -1.2772  -0.1223
O  0.2430  2.1081  -0.1431
C  0.3251  -0.9316  -0.0184

As for the total charge: -1. The calculation puts the HOMO energy at -3.898 eV. The value obtained for the electronic energy is -22462.3053 eV. For the energy above the lowest of the compared OMol25 structures with the same formula, charge and spin, the calculation gives 100.61 kJ/mol. The LUMO energy comes out at 3.9089 eV.

=====

Record 2
The following is a DFT calculation (ωB97M-V/def2-TZVPD) of a structure of composition C40H37AuBN10O2S.

Geometry (Å):
N  2.6856  0.8230  1.5775
H  -4.0067  -2.8663  -7.2761
H  3.0766  -0.0005  3.6256
H  0.2051  1.1604  -1.5743
C  1.0977  3.2283  -4.0961
N  1.0090  0.8148  3.4024
C  -4.8276  0.0867  -0.1532
H  2.2136  -2.5559  4.9570
C  -1.9025  -1.3565  -5.2193
H  1.2409  -1.4261  -1.4037
N  0.2213  1.5151  2.5795
H  0.7229  3.6194  -5.0288
H  -2.8344  -1.6489  -7.6414
H  -3.1951  1.6168  2.3592
H  3.7933  3.4336  -2.0907
C  -2.2587  4.4310  0.7253
C  0.9373  -3.3701  -0.4557
H  1.4409  -4.7057  -4.1343
C  -3.2872  4.9974  1.4623
H  1.0379  1.0109  6.7601
C  2.8235  3.1170  -2.4368
H  -5.7930  -0.1027  -0.6023
C  -2.5103  3.8553  3.4254
C  2.0613  2.2315  -1.6684
C  -1.5104  -1.3619  -3.8995
C  2.9397  -2.7419  4.1677
Au  -0.1534  0.4261  0.7455
N  -2.3605  0.5221  0.8353
C  -3.0823  -3.1487  -3.4436
H  2.9534  4.2913  -4.2124
H  2.2342  -4.5634  1.9530
H  -1.4496  -0.6670  -5.9161
C  -0.5736  2.3117  3.3036
C  -1.4857  3.2606  2.6859
C  -3.4781  -3.1409  -4.7606
N  1.2466  -1.5516  1.1792
N  -3.7966  -0.4397  -0.7759
C  2.5841  1.7590  -0.3925
C  1.1199  -2.4785  -1.6102
B  2.2145  0.0427  2.8234
C  2.3475  3.6075  -3.6368
N  1.9122  1.0211  0.4997
C  -1.3587  3.5769  1.3315
H  -3.5127  -3.8348  -2.7325
C  0.7210  1.1363  4.6765
O  -0.2242  -4.1731  -0.4971
H  -4.2341  -3.8294  -5.1074
C  0.3323  2.3472  -3.3492
N  -3.2802  -2.2466  -6.9690
C  3.8771  1.4180  1.3860
H  1.3168  -2.3057  -3.7034
C  1.9994  -3.5216  1.8986
N  -1.4868  -0.7227  -0.8296
C  -0.2862  2.0895  4.6554
H  -2.1540  4.6576  -0.3262
H  -4.1935  5.1736  3.3914
C  1.2712  -5.2699  -2.1097
C  1.2029  -2.9728  -2.8630
C  4.9912  1.4328  2.3664
H  4.6759  1.8911  3.3017
C  2.2953  -2.5560  2.8432
N  1.8388  -1.3762  2.3712
H  4.6521  2.5736  -0.3026
H  2.4613  0.6054  5.7830
H  3.7734  -2.0588  4.3078
H  5.3421  0.4248  2.5772
C  1.3792  0.5195  5.8534
C  0.8100  1.8498  -2.1507
H  -0.7273  2.5631  5.5078
C  -3.4028  4.7174  2.8147
H  1.1309  -0.5394  5.9157
S  -1.6316  -2.2997  -1.2860
H  -0.6456  2.0495  -3.6996
C  -3.4005  1.0344  1.4742
C  1.2781  -4.3769  -3.1181
C  0.9863  -4.8504  -0.7453
C  -2.8933  -2.2457  -5.6743
C  -2.5941  -0.2188  -0.2604
H  -5.5390  1.2449  1.5341
C  1.3473  -2.8413  0.8648
C  3.8530  2.0199  0.1428
H  -0.5448  3.1527  0.7606
C  -4.6904  0.8363  1.0130
H  -2.6139  3.6388  4.4780
H  3.3048  -3.7611  4.2574
O  -2.7146  -2.9309  -0.5782
H  5.8152  2.0101  1.9562
H  -3.9890  5.6623  0.9825
C  -2.1460  -2.2206  -3.0199
H  -0.7550  -0.6836  -3.5366
H  1.2610  -5.5329  0.0515
H  1.4884  -6.3138  -2.2770

As for the spin multiplicity: 3. As for the total charge: +1. The calculation puts the HOMO energy (alpha / beta) at -10.617 / -10.526 eV. The value obtained for the electronic energy is -76272.9810 eV. For the energy above the lowest of the compared OMol25 structures with the same formula, charge and spin, the calculation gives 67.06 kJ/mol. The LUMO energy (alpha / beta) comes out at -1.9199 / -5.2298 eV.

=====

Record 3
The following is a DFT calculation (ωB97M-V/def2-TZVPD) of a structure of composition C32H41N9PbS.

Geometry (Å):
C  0.3423  -2.8557  -2.6790
H  0.9878  3.9043  -4.8276
Pb  -0.1486  0.2290  0.6828
H  -0.6566  1.5844  -5.1539
H  0.5817  0.2872  6.5909
C  -1.3002  4.9416  0.8969
C  -2.9449  -2.5620  3.4283
C  2.4636  -2.5500  4.2673
C  4.3858  -1.6193  2.2965
C  1.3210  -0.6321  3.9413
C  -2.5084  4.0233  -0.9505
H  1.4775  3.8733  -3.1403
C  -1.9047  -1.8699  2.8400
H  -5.4289  -1.0917  1.6743
H  0.5774  2.5618  -1.4885
H  -3.3963  1.7155  -1.8761
N  0.7217  1.1428  -2.8619
C  -2.4225  1.5430  -1.4019
C  4.5642  -1.0216  -0.0072
N  2.2241  -1.4983  3.3782
H  -3.6089  -0.6587  -2.0495
C  -2.7104  -0.8658  -1.4548
C  1.3385  -3.8804  -0.7661
C  -4.2378  -2.2805  3.0111
C  3.2191  -0.7126  0.0288
N  1.0724  1.6822  -1.5848
H  -0.8768  -2.0594  3.1341
H  1.1392  0.2181  -2.9025
H  -3.3981  1.3605  0.9390
H  1.5792  -2.9330  6.2376
C  -3.3331  -0.6798  1.4852
H  -0.9917  5.7729  1.5153
C  -3.4859  0.3958  0.4368
H  1.9144  -4.3100  -2.7958
H  2.7054  -0.3540  -0.8570
H  0.5007  0.2470  -5.2705
H  4.8252  -1.9423  3.2299
H  -2.0579  -1.8780  -3.1916
H  -2.9365  -1.7055  -0.7975
C  2.6838  1.7315  -4.2718
H  -3.1659  4.1322  -1.8039
H  2.0683  1.9055  -1.5250
H  -0.2073  3.5149  -3.5894
H  -1.1641  -0.4022  -2.9115
C  -2.0456  2.7674  -0.5905
C  -1.5935  -1.2748  -2.4094
N  2.4583  -0.8477  1.1182
H  -2.7486  -3.3050  4.1885
H  -0.7881  -0.1755  5.5754
C  3.0372  -1.2985  2.2177
C  1.2691  -3.7324  -2.1461
H  -5.0814  -2.8038  3.4415
H  -2.4814  6.1135  -0.4635
C  -0.4859  -2.1295  -1.8249
C  0.0905  -0.5480  6.0951
N  0.9971  -1.1685  5.1359
C  0.4032  1.3354  -5.2335
H  3.0142  2.2691  -5.1610
C  1.7017  -2.3406  5.3478
C  0.8402  3.3865  -3.8807
N  -1.2348  2.5954  0.4613
C  1.1813  1.9115  -4.0543
H  6.2137  -1.7220  1.1847
S  0.6719  0.8238  3.3678
H  0.7802  1.7364  -6.1751
H  0.5491  -3.1540  1.0944
C  5.1593  -1.4817  1.1580
H  -0.1963  -1.2916  6.8329
C  0.5161  -3.0920  0.0106
N  -2.4413  0.3114  -0.6001
H  -4.4849  0.3460  -0.0110
N  -2.0883  -0.9479  1.8931
N  -0.3575  -2.2104  -0.4956
C  -0.8784  3.6592  1.1913
H  -1.6795  1.4184  -2.1959
H  3.1171  -3.3684  4.0247
H  2.9300  0.6754  -4.4118
H  2.0142  -4.5904  -0.3092
H  3.2597  2.1167  -3.4247
C  -2.1272  5.1256  -0.2005
H  0.2287  -2.7536  -3.7516
H  -0.2290  3.4659  2.0382
H  5.1340  -0.8964  -0.9175
C  -4.4326  -1.3288  2.0243

As for the total charge: +2. The calculation puts the HOMO energy at -13.017 eV. The value obtained for the electronic energy is -63332.8153 eV. For the energy above the lowest of the compared OMol25 structures with the same formula, charge and spin, the calculation gives 0.00 kJ/mol. The LUMO energy comes out at -4.5416 eV.

=====

Record 4
The following is a DFT calculation (ωB97M-V/def2-TZVPD) of a cluster of 2 separate species, CH5O2PS in total.

Geometry (Å):
H  1.5436  1.0475  0.3204
C  0.3815  -0.7142  -0.4975
P  1.5408  -0.2612  0.8233
H  -1.1953  3.2592  -0.1668
O  -0.5159  -1.5669  0.1937
O  0.2642  -0.5864  -1.6727
S  -1.5237  2.0128  0.4034
H  -1.1726  -2.0034  -0.3708
H  -2.2365  1.5419  -0.5772
H  0.6243  -0.0194  1.8180

As for the spin multiplicity: 3. As for the total charge: 0. The calculation puts the HOMO energy (alpha / beta) at -5.314 / -9.591 eV. The value obtained for the electronic energy is -25331.1276 eV. For the energy above the lowest of the compared OMol25 structures with the same formula, charge and spin, the calculation gives 351.92 kJ/mol. The LUMO energy (alpha / beta) comes out at 0.5942 / -3.4537 eV.

=====

Record 5
The following is a DFT calculation (ωB97M-V/def2-TZVPD) of a cluster of 5 separate species, C5H20N2O5 in total.

Geometry (Å):
H  -2.1080  -1.9251  1.9036
H  1.4184  2.0701  -1.7899
H  -2.5942  0.8087  -1.8938
C  -0.3511  -1.5903  0.6573
H  3.7121  0.4306  0.7672
H  0.4586  1.5694  1.8984
O  -3.3928  -0.3905  -0.9636
H  -2.6541  1.4348  -3.2745
H  -0.4263  -1.6196  -1.4183
H  -2.5946  -1.0705  -0.7726
H  0.5974  0.1304  -2.4498
H  0.0305  0.1544  2.8720
O  2.3406  -0.9313  2.3407
H  -3.6757  -0.1369  -0.1014
O  -2.1827  1.4572  -2.4519
O  0.4321  0.9894  -2.7359
C  -0.3797  -0.0130  0.7354
H  2.3676  1.4553  0.3063
H  -1.1154  -2.9430  -0.7079
O  1.8820  2.6063  -1.1645
C  1.9203  0.0171  1.7380
N  -1.0168  -1.9519  -0.6517
H  1.5403  3.4926  -1.2289
H  -0.6332  -2.0260  2.7569
H  0.7446  -1.8925  0.6595
N  2.7326  0.7544  0.9023
H  -1.4405  0.3374  0.8703
H  -1.1482  -3.3462  1.6526
H  -0.0395  0.4164  -0.2257
C  -1.1062  -2.2364  1.7862
C  0.4838  0.4874  1.8986
H  -0.4871  1.2042  -2.6696

As for the total charge: 0. The calculation puts the HOMO energy at -9.536 eV. The value obtained for the electronic energy is -18728.5515 eV. For the energy above the lowest of the compared OMol25 structures with the same formula, charge and spin, the calculation gives 2.11 kJ/mol. The LUMO energy comes out at 0.5188 eV.

=====

Record 6
The following is a DFT calculation (ωB97M-V/def2-TZVPD) of a cluster of 8 separate species, C30H78N2O10 in total.

Geometry (Å):
C  -3.3713  0.2104  5.7401
H  -2.0502  -6.3989  1.9430
C  -4.1181  -3.9979  2.7198
C  -0.8931  1.3640  1.1001
H  1.9393  1.3025  1.3601
C  -4.3152  -5.9519  1.1006
C  1.2961  -3.7587  2.0919
H  -1.0941  1.1671  7.2082
C  2.9149  0.8167  1.3765
H  2.2322  -5.3758  4.9676
C  1.1041  -4.6918  3.2650
H  -0.5435  -1.1837  2.4210
H  -4.6971  -5.6429  0.1276
C  -1.5044  -1.1023  -3.3333
H  0.0441  -1.4690  0.8600
O  2.9184  -0.5859  1.7509
H  -2.6525  1.8999  4.5247
H  -0.0701  1.0138  -4.1606
H  4.9297  -0.3639  -0.0688
H  1.4836  -2.7225  2.3736
C  -0.8802  -2.4926  -1.5318
C  2.0104  3.4177  -7.9031
H  -1.9224  -0.2383  -2.8167
H  0.1467  6.1261  -1.1094
H  -0.4736  1.4573  2.1018
H  3.2269  -4.7494  3.6965
H  5.2312  -2.3148  -1.2018
H  2.1450  -4.1418  1.5256
H  2.7833  3.5843  -8.6534
O  1.6558  2.0662  -7.6062
H  4.0334  -0.4394  -4.0522
C  4.1190  -1.2567  1.7998
H  -1.6074  -2.1908  -0.7780
C  0.5120  0.5717  -6.2067
H  2.5655  -2.8006  -0.0359
C  3.1144  -2.9615  -2.0606
H  2.1678  4.7473  -2.8996
H  -2.7931  -4.3790  0.9874
H  -0.8006  -4.7742  3.3901
H  -1.2177  -3.4102  -2.0136
H  -3.4324  6.1339  1.6708
H  1.5994  5.5384  -0.4146
H  2.4326  3.9112  -7.0277
H  -3.5176  6.2583  -0.8422
H  -2.2636  4.1498  2.3561
O  -0.1089  -4.4816  3.9880
H  3.0181  -1.2472  -0.7415
C  -1.0856  -0.7531  -4.7691
H  -4.5361  -4.6481  3.4884
C  -3.0431  5.3877  -0.3895
H  1.7132  6.7313  -1.6151
C  1.0349  1.9319  -6.3859
N  -0.2797  0.4567  -4.9765
O  -2.2821  -5.6293  2.4679
O  -0.4696  -1.5632  -2.5383
H  4.0032  -2.2886  2.1312
H  3.5706  -3.9333  -1.8722
H  0.3157  -3.6449  1.6294
H  1.3503  3.3500  -0.9246
H  -0.0123  1.5124  0.4753
H  -4.9674  -3.5995  2.1648
H  -4.1630  0.1615  4.9924
H  -1.6388  -2.0514  1.3304
H  -2.8809  -0.7317  5.9849
H  -0.3433  3.5577  -1.4848
H  1.1771  -5.6466  2.7443
C  -0.8865  -1.2649  1.3896
H  0.0798  -2.8309  -1.1420
O  -1.7964  6.8739  0.7828
C  0.6993  3.4697  -1.7906
C  3.2704  -2.3070  -0.7049
H  2.8735  -0.4881  -2.7159
H  0.1905  2.6108  -6.2667
H  1.2759  -0.2050  -6.2417
H  3.2889  0.8166  0.3527
C  4.9866  -1.2801  0.5188
H  -2.2811  -1.8585  -3.4481
C  1.1608  5.8239  -1.3707
H  2.5110  -1.2709  -4.2862
C  -3.3134  -4.9379  1.7652
O  -2.7791  0.2206  1.7131
H  4.6773  -0.7294  2.5732
H  -0.9503  4.3589  1.1174
H  6.0232  -1.4394  0.8158
H  0.5276  5.9132  -3.7937
N  4.6840  -2.4080  -0.3580
O  0.1987  5.0569  -3.5105
H  -2.4170  0.3193  2.5967
H  3.6416  1.2515  2.0628
H  -0.4612  -1.5862  -5.0918
H  -3.5209  -3.1664  3.0940
C  -1.6503  0.0443  0.8899
C  -1.4736  1.8533  6.4511
H  -2.1903  2.5296  6.9170
C  2.2452  -4.6454  4.1586
H  -0.1968  0.3671  -7.0092
H  -5.2159  -6.2079  1.6586
H  2.2505  -3.6268  4.5465
H  -3.9040  0.5145  6.6411
C  3.2860  -1.0544  -3.5509
H  -3.7902  -6.8440  0.7592
H  -0.7046  2.5534  6.1248
H  0.6665  2.5420  -2.3619
H  -1.9780  0.0693  -0.1493
H  -0.8207  -0.0211  5.1109
H  -1.2257  5.3987  2.5559
O  -1.3122  0.4872  4.4615
H  -1.9386  -0.7244  -5.4471
H  2.1135  -3.1314  -2.4575
H  -2.2129  5.0627  -1.0165
C  -2.6386  5.8034  1.0009
C  -1.6976  4.8495  1.7411
H  1.7695  2.0499  -5.5893
C  1.1519  4.7427  -2.5045
H  1.1107  3.8780  -8.3113
H  -2.3238  7.6587  0.9491
C  -2.2644  1.2057  5.2701
H  -3.7739  4.5881  -0.2687
O  3.8557  -2.2954  -3.0246
H  -1.5801  2.1971  0.9516

As for the spin multiplicity: 2. As for the total charge: -1. The calculation puts the HOMO energy (alpha / beta) at 0.948 / -6.288 eV. The value obtained for the electronic energy is -55822.9591 eV. For the energy above the lowest of the compared OMol25 structures with the same formula, charge and spin, the calculation gives 5.54 kJ/mol. The LUMO energy (alpha / beta) comes out at 2.2869 / 2.4978 eV.